A 8-piece molecular cluster, C8H32O8 overall at a distorted geometry, computed with ωB97M-V/def2-TZVPD.

- ΔE to the lowest compared entry with this formula, charge and spin: 451.57 kJ/mol
- LUMO level: 0.330 eV
- SMILES: CO.CO.CO.CO.CO.CO.CO.CO
- Molecular weight: 256.336 g mol⁻¹
- DFT total energy: -925.71979 hartree
- Largest force on an atom: 3.3 eV Å⁻¹

The geometry in XYZ format:
```
48
C8H32O8 ωB97M-V/def2-TZVPD
O 9.326 3.804 14.813
O 12.209 2.269 19.636
O 7.752 -0.523 12.746
O 8.099 2.132 16.667
O 3.872 1.931 13.213
O 5.277 3.563 11.520
O 5.278 3.110 19.609
O 3.883 4.203 17.569
C 11.392 2.228 18.467
C 9.882 4.932 15.507
C 4.618 3.894 20.505
C 6.211 4.173 12.316
C 3.351 2.856 14.139
C 6.776 2.724 16.655
C 4.177 5.410 16.877
C 7.836 0.856 13.151
H 4.139 3.171 14.824
H 4.423 6.183 17.606
H 10.424 2.725 18.416
H 2.526 2.432 14.712
H 5.806 5.145 12.598
H 9.748 3.625 13.969
H 3.872 3.327 21.062
H 10.942 4.750 15.683
H 5.376 4.386 21.114
H 6.980 1.167 13.749
H 6.313 2.975 15.701
H 9.397 5.018 16.480
H 2.866 3.687 13.628
H 3.249 5.807 16.466
H 5.827 2.480 20.083
H 7.031 4.493 11.672
H 7.927 1.558 12.322
H 11.283 1.210 18.091
H 8.727 0.993 13.764
H 5.022 5.280 16.201
H 6.079 2.069 17.179
H 4.053 4.735 20.102
H 6.863 3.680 17.171
H 4.428 2.462 12.638
H 11.924 2.932 17.828
H 8.574 2.580 15.964
H 9.773 5.938 15.102
H 5.121 4.053 10.709
H 6.509 3.725 13.264
H 7.806 -1.122 13.495
H 4.539 3.919 18.209
H 11.653 1.977 20.362
```

These are the Löwdin partial charges, in e, on atoms 1 to 6: atom 1 (O): -0.1375, atom 2 (O): -0.1176, atom 3 (O): -0.1149, atom 4 (O): -0.1361, atom 5 (O): -0.1221, atom 6 (O): -0.1089